# 1
Density functional theory data (ωB97M-V with the def2-TZVPD basis set) for C23H19NO6S in the gas phase in a non-equilibrium geometry.

Last column: Löwdin charge in e.
Cartesian coordinates (Å):
C1 -4.176 0.251 -0.398  0.029
C2 -2.940 1.100 -0.613  -0.480
O1 -2.665 1.415 -1.761  0.090
O2 -2.223 1.447 0.497  0.021
C3 -1.077 2.242 0.240  -0.131
C4 -0.246 2.398 1.517  -0.091
C5 0.872 1.594 1.854  -0.034
C6 1.280 0.324 1.179  -0.364
O3 2.270 -0.240 1.692  0.103
O4 0.532 -0.176 0.190  0.027
C7 0.858 -1.505 -0.372  -0.152
C8 1.834 -1.338 -1.562  -0.177
C9 1.858 -0.123 -2.293  -0.024
C10 2.849 0.070 -3.244  -0.071
C11 3.869 -0.904 -3.490  -0.065
C12 3.754 -2.157 -2.854  -0.060
C13 2.722 -2.354 -1.902  -0.032
C14 -0.444 -2.225 -0.735  -0.149
C15 -1.400 -2.511 0.230  -0.024
C16 -2.622 -3.143 -0.116  -0.090
C17 -2.847 -3.520 -1.430  -0.107
C18 -1.857 -3.310 -2.392  -0.072
C19 -0.671 -2.643 -2.068  -0.010
N1 1.616 2.000 3.006  0.043
C20 1.294 1.586 4.284  -0.341
O5 0.508 0.684 4.631  0.118
C21 1.592 2.878 4.847  -0.301
O6 1.169 3.474 5.824  0.150
C22 1.971 3.359 3.463  -0.410
S1 0.841 4.611 2.786  0.961
C23 -0.604 3.596 2.379  -0.394
H1 -4.454 0.289 0.657  0.087
H2 -4.995 0.608 -1.011  0.088
H3 -3.992 -0.775 -0.670  0.063
H4 -0.434 1.817 -0.545  0.120
H5 -1.410 3.215 -0.102  0.132
H6 1.339 -2.164 0.357  0.156
H7 1.101 0.629 -2.070  0.113
H8 2.879 1.056 -3.731  0.106
H9 4.651 -0.715 -4.202  0.091
H10 4.464 -2.896 -3.116  0.086
H11 2.594 -3.330 -1.469  0.114
H12 -1.169 -2.301 1.278  0.126
H13 -3.326 -3.364 0.685  0.106
H14 -3.797 -3.998 -1.707  0.109
H15 -2.078 -3.647 -3.437  0.119
H16 0.066 -2.495 -2.822  0.100
H17 3.025 3.659 3.376  0.128
H18 -1.094 3.286 3.320  0.107
H19 -1.289 4.246 1.819  0.085

- structure (SMILES) = CC(=O)OCC1=C(C(=O)OC(c2ccccc2)c2ccccc2)N2C(=O)C(=O)[C@@H]2SC1
- HOMO energy (eV) = -9.4
- energy above the lowest of the compared OMol25 structures with the same formula, charge and spin (kJ/mol) = 256.6
- multiplicity = 1
- gap between HOMO and LUMO (eV) = 8.6
- LUMO energy (eV) = -0.823

***

# 2
Density functional theory data (ωB97M-V with the def2-TZVPD basis set) for a molecular structure, C23H20BrCl3GeI3N4Ru in a non-equilibrium geometry.

Last column: Löwdin charge in e.
Cartesian coordinates (Å):
Ru1 -0.472 0.454 1.088  0.911
N1 2.473 1.785 1.989  0.137
C1 2.551 0.433 1.706  -0.309
C2 3.779 -0.201 1.973  0.012
C3 3.898 -1.542 1.722  -0.025
C4 2.803 -2.239 1.203  -0.042
C5 1.643 -1.555 0.973  -0.165
N2 1.505 -0.227 1.221  -0.055
C6 1.574 2.779 1.645  -0.287
C7 2.027 4.103 1.789  0.012
C8 1.204 5.137 1.423  -0.020
C9 -0.064 4.851 0.908  -0.031
C10 -0.447 3.543 0.833  -0.209
N3 0.340 2.508 1.212  -0.060
H1 3.330 2.152 2.374  0.142
H2 4.606 0.371 2.365  0.123
H3 4.832 -2.047 1.921  0.124
H4 2.852 -3.295 0.990  0.119
H5 0.766 -2.045 0.580  0.062
H6 3.022 4.288 2.166  0.122
H7 1.547 6.157 1.524  0.124
H8 -0.741 5.629 0.595  0.122
H9 -1.424 3.258 0.461  0.051
I1 -0.065 -0.264 4.634  0.737
C11 -0.864 -2.136 5.132  -1.189
I2 -0.421 -3.644 3.717  0.740
H10 -1.940 -2.026 5.205  -0.045
H11 -0.429 -2.443 6.074  -0.038
Cl1 -2.491 2.805 3.428  0.121
Ge1 -2.623 1.233 1.960  -0.357
Cl2 -3.660 -0.372 2.962  0.147
Cl3 -4.024 2.048 0.512  0.146
N4 -1.520 -0.663 0.591  -0.241
C12 -2.482 -1.363 -0.080  -0.435
C13 -3.078 -0.772 -1.191  -0.070
C14 -4.013 -1.515 -1.891  -0.048
C15 -4.327 -2.802 -1.482  -0.045
C16 -3.722 -3.381 -0.371  -0.044
C17 -2.787 -2.655 0.350  -0.031
H12 -2.806 0.236 -1.477  0.085
H13 -4.497 -1.086 -2.756  0.117
H14 -5.060 -3.371 -2.037  0.116
H15 -3.990 -4.381 -0.067  0.115
H16 -2.310 -3.053 1.230  0.055
Br1 0.050 -2.135 -2.413  0.782
C18 0.796 -1.104 -3.813  -0.716
C19 1.128 -1.762 -4.991  -0.127
C20 1.666 -1.054 -6.049  -0.067
C21 1.876 0.313 -5.937  -0.070
C22 1.548 0.967 -4.763  -0.155
C23 1.003 0.263 -3.689  -0.750
I3 0.555 1.318 -1.968  0.990
H17 0.961 -2.826 -5.073  0.103
H18 1.919 -1.574 -6.962  0.113
H19 2.293 0.870 -6.763  0.112
H20 1.709 2.032 -4.677  0.092

- HOMO energy (eV) = -10.8
- energy above the lowest of the compared OMol25 structures with the same formula, charge and spin (kJ/mol) = 0.0
- multiplicity = 1
- net charge = +1
- gap between HOMO and LUMO (eV) = 6.8
- LUMO energy (eV) = -3.934

***

# 3
Density functional theory data (ωB97M-V with the def2-TZVPD basis set) for a molecular structure, C23H20BrF13IrO3PSSbSe2 in a non-equilibrium geometry.

Last column: Löwdin charge in e.
Cartesian coordinates (Å):
Ir1 -0.152 0.359 0.654  0.764
F1 5.826 -0.208 4.176  0.196
C1 4.546 -0.115 3.911  -0.108
C2 3.607 -0.374 4.902  -0.112
F2 4.002 -0.714 6.108  0.186
C3 2.253 -0.274 4.613  -0.189
F3 1.378 -0.519 5.579  0.143
C4 1.810 0.073 3.343  -0.281
P1 0.049 0.197 2.962  1.006
C5 -0.695 -1.345 3.386  -0.353
C6 0.085 -2.511 3.355  -0.077
C7 -0.500 -3.724 3.653  -0.030
C8 -1.853 -3.781 3.968  -0.010
C9 -2.633 -2.626 3.980  -0.038
C10 -2.066 -1.407 3.673  -0.087
C11 -0.617 1.581 3.866  -0.336
C12 -0.487 2.867 3.341  -0.087
C13 -0.921 3.958 4.069  -0.045
C14 -1.483 3.768 5.327  -0.031
C15 -1.601 2.493 5.859  -0.033
C16 -1.167 1.392 5.135  -0.061
C17 2.774 0.331 2.388  -0.483
Br1 2.219 0.908 0.669  1.042
C18 4.124 0.249 2.636  -0.232
F4 5.009 0.519 1.693  0.132
H1 1.132 -2.472 3.085  0.111
H2 0.095 -4.627 3.634  0.126
H3 -2.308 -4.734 4.202  0.125
H4 -3.685 -2.684 4.223  0.125
H5 -2.672 -0.511 3.667  0.111
H6 -0.044 3.011 2.362  0.058
H7 -0.826 4.956 3.664  0.118
H8 -1.827 4.622 5.896  0.123
H9 -2.029 2.350 6.841  0.123
H10 -1.245 0.402 5.563  0.113
C19 0.003 -0.666 -4.525  -0.281
Se1 -1.633 -0.338 -3.563  1.363
C20 -1.472 1.573 -3.241  -0.442
C21 -0.277 2.087 -2.433  -0.422
Se2 -0.615 2.527 -0.534  1.080
C22 0.914 3.712 -0.388  -0.341
H11 -0.185 -0.486 -5.583  0.062
H12 0.255 -1.711 -4.363  0.049
H13 0.801 -0.024 -4.162  0.045
H14 -2.428 1.868 -2.809  0.073
H15 -1.407 2.012 -4.239  0.098
H16 0.003 3.070 -2.822  0.091
H17 0.602 1.445 -2.476  0.062
H18 1.804 3.268 -0.825  0.022
H19 1.071 3.949 0.661  0.032
H20 0.637 4.616 -0.929  0.057
F5 0.525 -0.850 -1.361  -0.475
Sb1 0.431 -2.724 -0.691  1.413
F6 1.781 -3.045 -1.930  -0.312
F7 1.591 -1.963 0.633  -0.400
F8 0.567 -4.399 0.088  -0.297
F9 -0.885 -2.110 0.551  -0.350
F10 -0.928 -3.034 -1.937  -0.333
F11 -5.147 -0.392 1.462  0.183
C23 -4.288 -0.886 0.589  -0.677
F12 -3.679 -1.942 1.098  0.171
F13 -4.903 -1.211 -0.532  0.184
S1 -3.055 0.431 0.182  0.531
O1 -3.793 1.558 -0.277  -0.236
O2 -2.225 0.641 1.412  -0.457
O3 -2.099 -0.155 -0.786  -0.505

- HOMO energy (spin up / spin down) (eV) = -14.9 / -14.9
- energy above the lowest of the compared OMol25 structures with the same formula, charge and spin (kJ/mol) = 64.4
- multiplicity = 2
- net charge = +2
- <S²> = 0.753
- gap between HOMO and LUMO (spin up / spin down) (eV) = 6.6 / 5.9
- LUMO energy (spin up / spin down) (eV) = -8.239 / -8.963

***

# 4
Density functional theory data (ωB97M-V with the def2-TZVPD basis set) for a molecular structure, C23H20ClF5N3ORhSe.

Last column: Löwdin charge in e.
Cartesian coordinates (Å):
Rh1 -0.192 -0.114 -0.805  0.519
N1 5.812 -0.514 0.717  0.132
C1 4.489 -0.363 0.446  -0.313
C2 4.045 0.105 -0.797  -0.002
C3 2.697 0.253 -1.018  -0.111
N2 1.761 -0.028 -0.098  -0.112
C4 2.183 -0.484 1.086  -0.149
C5 3.509 -0.652 1.402  0.002
H1 6.493 -0.414 -0.012  0.103
H2 6.107 -0.955 1.568  0.104
H3 4.745 0.346 -1.585  0.114
H4 2.331 0.631 -1.963  0.114
H5 1.416 -0.738 1.808  0.065
H6 3.779 -1.024 2.381  0.117
C6 1.054 3.756 0.243  -0.021
N3 -0.046 4.017 -0.670  -0.139
C7 -0.684 5.314 -0.536  -0.035
C8 -0.465 3.064 -1.509  -0.479
C9 -1.719 3.291 -2.311  0.008
O1 0.175 2.004 -1.641  -0.115
H7 1.920 4.369 -0.016  0.096
H8 1.320 2.705 0.196  0.065
H9 0.738 3.998 1.259  0.098
H10 0.088 6.065 -0.367  0.094
H11 -1.375 5.326 0.308  0.091
H12 -1.218 5.582 -1.441  0.085
H13 -1.499 3.924 -3.173  0.097
H14 -2.505 3.768 -1.727  0.079
H15 -2.058 2.318 -2.658  0.035
C10 -0.044 -1.974 -0.440  -0.258
C11 0.174 -3.136 -0.182  -0.100
C12 0.405 -4.522 0.089  -0.260
C13 -0.665 -5.414 0.192  -0.035
C14 -0.439 -6.755 0.453  -0.089
C15 0.856 -7.229 0.617  -0.102
C16 1.926 -6.351 0.518  -0.096
C17 1.705 -5.009 0.258  -0.049
H16 -1.672 -5.039 0.063  0.116
H17 -1.278 -7.435 0.529  0.100
H18 1.029 -8.278 0.819  0.097
H19 2.938 -6.715 0.643  0.097
H20 2.536 -4.319 0.178  0.105
Cl1 -2.214 -0.300 -1.891  0.061
F1 -6.505 2.431 0.147  0.134
C18 -5.306 1.938 0.444  -0.131
C19 -4.266 2.792 0.761  -0.148
F2 -4.462 4.117 0.767  0.109
C20 -3.026 2.266 1.070  -0.260
F3 -2.052 3.134 1.378  0.063
C21 -2.778 0.905 1.054  -0.491
Se1 -1.037 0.206 1.387  0.853
C22 -3.844 0.067 0.751  -0.323
F4 -3.680 -1.249 0.719  0.078
C23 -5.096 0.569 0.445  -0.143
F5 -6.103 -0.249 0.141  0.128

- HOMO energy (eV) = -7.7
- energy above the lowest of the compared OMol25 structures with the same formula, charge and spin (kJ/mol) = 0.0
- multiplicity = 1
- gap between HOMO and LUMO (eV) = 7.0
- LUMO energy (eV) = -0.700